Entry 1:
{"formula": "C3H4O3", "method": "ωB97M-V/def2-TZVPD", "species": ["O", "O", "O", "C", "C", "C", "H", "H", "H", "H"], "xyz": [[-2.03019, -0.60812, -0.19604], [0.39809, -1.44140, 0.29144], [1.86049, 0.02190, -0.51829], [-0.21934, 0.89176, 0.20505], [0.72189, -0.29795, -0.00928], [-1.65529, 0.63042, -0.32225], [-0.46698, 0.78905, 1.24003], [2.53063, -0.65324, -0.70180], [0.08699, 1.82854, -0.06672], [-1.22628, -1.16096, 0.07787]], "forces_ev_per_a": [[1.22, 0.38, -0.03], [0.01, 0.48, -0.24], [1.93, 1.43, -1.09], [-0.89, -4.00, -0.25], [-1.44, -0.17, 0.93], [-0.60, 0.01, -0.14], [0.01, 0.54, 1.12], [-0.62, -0.51, 0.31], [1.09, 2.11, -0.59], [-0.70, -0.25, -0.01]], "homo_lumo_gap_ev": 8.78, "largest_force_ha_per_bohr": 0.0799, "e_tot_ev": -9315.820}

Entry 2:
{"formula": "C5H6O", "method": "ωB97M-V/def2-TZVPD", "species": ["O", "C", "C", "C", "C", "C", "H", "H", "H", "H", "H", "H"], "xyz": [[-1.86744, -1.21763, -0.36376], [1.90287, 0.41288, 0.69668], [1.47868, -0.32259, -0.15312], [0.50754, -1.02469, -0.96012], [-0.91991, -0.47765, -0.31223], [-1.13194, 0.88241, 0.47897], [0.63917, -2.12269, -0.85595], [-0.73872, 1.79488, 0.01585], [0.68711, -0.85913, -2.04337], [-2.21700, 1.01732, 0.60501], [2.38051, 1.05091, 1.39276], [-0.72086, 0.86597, 1.49928]], "forces_ev_per_a": [[0.42, 0.09, -0.18], [0.58, -0.23, -0.33], [0.17, 0.49, 0.51], [-0.52, 0.43, 0.41], [-0.19, -0.49, -0.23], [0.14, -0.27, -0.27], [-0.69, 0.61, 0.28], [0.15, -0.43, -0.19], [-0.65, 0.39, 0.57], [0.36, -0.33, -0.31], [0.11, 0.10, 0.17], [0.11, -0.36, -0.44]], "homo_lumo_gap_ev": 10.39, "smiles": "C#CCC(C)=O", "largest_force_ha_per_bohr": 0.0188, "e_tot_ev": -7326.949}

Entry 3:
{"formula": "CH3N5O2", "method": "ωB97M-V/def2-TZVPD", "species": ["O", "O", "N", "N", "N", "N", "N", "C", "H", "H", "H"], "xyz": [[2.12934, -0.16678, -1.38031], [0.41690, -0.29649, -2.76784], [-0.01318, -0.50357, 0.46446], [-1.06524, 0.38260, 0.51989], [1.07631, -0.23458, 1.10757], [0.91968, -0.15944, -1.69474], [-3.46312, -0.36757, 0.32028], [-2.35960, -0.12464, 0.33057], [1.87960, -0.51689, 0.46634], [-0.84391, 1.26742, 0.98141], [1.32322, 0.71995, 1.65236]], "forces_ev_per_a": [[-1.42, -0.06, -0.97], [0.61, 0.10, 0.22], [-1.75, -0.20, -1.64], [0.06, -1.14, 0.46], [2.34, 2.36, 1.09], [0.89, -0.18, 1.27], [-2.47, -0.78, -0.37], [4.77, 2.09, 1.10], [-0.80, 0.29, 0.88], [-0.95, -0.16, -0.19], [-1.28, -2.32, -1.84]], "homo_lumo_gap_ev": [8.95, 6.49], "largest_force_ha_per_bohr": 0.1035, "e_tot_ev": -12623.593}

Entry 4:
{"formula": "C5H13N2O", "method": "ωB97M-V/def2-TZVPD", "species": ["O", "N", "N", "C", "C", "C", "C", "C", "H", "H", "H", "H", "H", "H", "H", "H", "H", "H", "H", "H", "H"], "xyz": [[-0.55502, 1.68305, -0.06019], [0.73425, -0.14451, -1.53149], [-0.35168, 2.57235, 2.02200], [-0.37570, 1.51661, 1.17596], [1.34679, -2.37778, -0.72243], [0.40497, -1.53644, -1.18630], [-0.10638, 0.13955, 1.77674], [-1.05401, -1.90834, -1.50942], [1.09086, -3.41217, -0.55654], [0.09249, 0.47835, -0.92881], [-1.25701, -2.95010, -1.19069], [-1.74904, -1.20118, -1.01203], [-0.91248, -0.50334, 1.44325], [0.84645, -0.17700, 1.38351], [0.69046, 0.13841, -2.49299], [-1.25418, -1.88403, -2.61099], [1.66496, 0.02043, -1.16634], [-0.08673, 0.22313, 2.84546], [2.37949, -2.09009, -0.52888], [-0.30182, 2.47638, 3.02126], [-0.73528, 3.42027, 1.63446]], "forces_ev_per_a": [[0.30, -0.61, 1.49], [0.00, -0.30, 2.19], [-0.51, -0.60, -1.05], [0.14, 0.41, -0.33], [-0.79, 1.19, -0.56], [-0.40, -1.88, -0.82], [-0.46, 1.44, -0.70], [0.54, -0.05, -0.18], [-0.09, -0.01, 0.20], [0.00, 0.60, -0.37], [0.11, 0.73, -0.01], [0.29, -0.45, -0.26], [0.03, -0.32, 0.05], [0.29, -0.43, 0.08], [-0.20, -0.15, -0.77], [0.25, 0.18, 0.83], [0.40, 0.35, -0.27], [0.12, -0.32, 0.51], [-0.21, 0.06, -0.13], [-0.04, -0.11, -0.03], [0.23, 0.28, 0.15]], "homo_lumo_gap_ev": 11.32, "charge": 1, "largest_force_ha_per_bohr": 0.0430, "e_tot_ev": -10417.555}

Please write out number 2 again, unchanged.
{"formula": "C5H6O", "method": "ωB97M-V/def2-TZVPD", "species": ["O", "C", "C", "C", "C", "C", "H", "H", "H", "H", "H", "H"], "xyz": [[-1.86744, -1.21763, -0.36376], [1.90287, 0.41288, 0.69668], [1.47868, -0.32259, -0.15312], [0.50754, -1.02469, -0.96012], [-0.91991, -0.47765, -0.31223], [-1.13194, 0.88241, 0.47897], [0.63917, -2.12269, -0.85595], [-0.73872, 1.79488, 0.01585], [0.68711, -0.85913, -2.04337], [-2.21700, 1.01732, 0.60501], [2.38051, 1.05091, 1.39276], [-0.72086, 0.86597, 1.49928]], "forces_ev_per_a": [[0.42, 0.09, -0.18], [0.58, -0.23, -0.33], [0.17, 0.49, 0.51], [-0.52, 0.43, 0.41], [-0.19, -0.49, -0.23], [0.14, -0.27, -0.27], [-0.69, 0.61, 0.28], [0.15, -0.43, -0.19], [-0.65, 0.39, 0.57], [0.36, -0.33, -0.31], [0.11, 0.10, 0.17], [0.11, -0.36, -0.44]], "homo_lumo_gap_ev": 10.39, "smiles": "C#CCC(C)=O", "largest_force_ha_per_bohr": 0.0188, "e_tot_ev": -7326.949}